(1)
86
Properties=species:S:1:pos:R:3 method="wB97M-V/def2-TZVPD" homo_energy_ha=-0.148 relative_energy_kj_mol=66.3 homo_lumo_gap_ev=5.72 total_energy_ev=-219857.63681 lumo_ev=1.69 fmax_ev_per_a=0.3 total_charge=-1
Sn 0.392 -0.757 0.166
C 4.325 5.549 12.274
O 3.010 5.229 11.865
C 2.842 4.769 10.595
C 1.534 4.460 10.223
C 1.264 3.990 8.957
C 2.289 3.812 8.023
C 3.585 4.122 8.406
C 3.872 4.597 9.681
C 1.957 3.315 6.683
N 0.750 3.031 6.262
C 0.903 2.606 4.964
C 2.223 2.640 4.595
N 2.891 3.098 5.704
C 2.702 2.290 3.297
C 4.034 2.386 2.877
C 4.350 2.041 1.587
C 3.329 1.607 0.732
N 2.067 1.520 1.111
C 1.740 1.847 2.370
C 0.328 1.754 2.758
N -0.540 1.286 1.843
C -1.829 1.285 2.120
C -2.340 1.708 3.348
C -1.465 2.131 4.318
C -0.099 2.168 4.034
H 4.249 5.891 13.302
H 4.753 6.346 11.661
H 4.980 4.674 12.235
H 0.744 4.600 10.950
H 0.252 3.748 8.661
H 4.412 4.000 7.715
H 4.895 4.826 9.940
H 3.882 3.235 5.785
H 4.804 2.726 3.561
H 5.365 2.092 1.218
H 3.550 1.287 -0.281
H -2.482 0.900 1.345
H -3.407 1.681 3.526
H -1.809 2.440 5.297
F -1.048 4.092 -2.124
C -1.087 2.743 -2.230
C -0.590 1.964 -1.210
C -0.640 0.578 -1.309
C -1.163 -0.015 -2.475
C -1.651 0.827 -3.470
F -2.189 0.328 -4.615
C -1.632 2.202 -3.375
C -1.145 -1.497 -2.576
C -1.523 -2.245 -3.693
C -1.468 -3.625 -3.640
C -1.048 -4.257 -2.479
C -0.671 -3.454 -1.422
N -0.718 -2.127 -1.475
H -0.154 2.435 -0.338
H -2.020 2.820 -4.171
H -1.845 -1.754 -4.595
H -1.751 -4.208 -4.508
H -0.993 -5.334 -2.400
H -0.315 -3.875 -0.489
F 6.093 0.399 -6.965
C 5.407 0.106 -5.846
C 4.415 -0.853 -5.862
F 4.139 -1.491 -7.013
C 3.717 -1.150 -4.706
F 2.765 -2.089 -4.797
C 3.968 -0.519 -3.486
Se 3.039 -0.931 -1.901
C 4.972 0.450 -3.521
F 5.291 1.137 -2.408
C 5.682 0.761 -4.664
F 6.645 1.701 -4.642
Br -6.317 -4.705 4.773
C -4.816 -3.798 4.032
C -3.767 -3.436 4.862
C -2.676 -2.778 4.311
C -2.636 -2.488 2.954
C -3.700 -2.860 2.142
C -4.800 -3.519 2.677
C -1.431 -1.769 2.381
O -0.492 -1.487 3.121
O -1.521 -1.506 1.125
H -3.805 -3.666 5.918
H -1.835 -2.479 4.923
H -3.654 -2.628 1.086
H -5.630 -3.813 2.050


(2)
120
Properties=species:S:1:pos:R:3 method="wB97M-V/def2-TZVPD" homo_energy_ha=-0.351 homo_lumo_gap_ev=4.93 total_energy_ev=-166698.49110 lumo_ev=-4.62 fmax_ev_per_a=6.1
Cd 2.641 1.373 0.301
Cd -2.931 -2.674 1.298
S -0.303 -0.376 0.589
O -1.078 -1.205 -0.339
O 1.084 -0.771 0.574
O -0.066 0.994 0.227
O -1.052 -0.598 1.829
P -1.607 -4.966 4.137
F -2.616 -5.911 3.371
F -1.032 -4.506 2.682
F -2.703 -3.785 3.976
F -0.784 -3.848 4.960
F -2.385 -5.376 5.528
F -0.532 -6.205 4.322
P -2.821 -5.460 -2.577
F -1.452 -4.723 -3.015
F -1.992 -6.828 -2.169
F -2.797 -4.932 -1.045
F -4.211 -6.248 -2.337
F -3.619 -4.111 -3.052
F -2.934 -6.026 -4.134
C 3.234 3.430 -2.986
C 3.599 1.951 -3.174
N 4.536 1.395 -2.218
C 5.868 2.029 -2.268
C 6.991 1.520 -1.329
C 4.746 -0.023 -2.621
C 5.608 -0.373 -3.904
H 2.827 3.611 -1.991
H 2.424 3.770 -3.631
H 4.031 4.091 -3.325
H 2.696 1.341 -3.189
H 3.971 1.814 -4.190
H 6.314 1.934 -3.259
H 5.670 3.091 -2.122
H 6.773 1.648 -0.268
H 7.317 0.491 -1.481
H 7.842 2.196 -1.407
H 3.763 -0.448 -2.822
H 5.202 -0.613 -1.826
H 5.660 -1.444 -4.096
H 6.662 -0.098 -3.863
H 5.147 0.220 -4.694
C -6.527 -4.329 1.210
C -6.581 -2.925 1.922
N -5.867 -1.774 1.363
C -6.341 -1.503 -0.020
C -5.498 -0.397 -0.762
C -6.102 -0.571 2.148
C -6.013 -0.746 3.693
H -5.507 -4.707 1.280
H -6.936 -4.265 0.201
H -7.101 -5.083 1.749
H -7.598 -2.585 2.116
H -6.179 -2.983 2.933
H -7.375 -1.158 -0.004
H -6.386 -2.465 -0.531
H -5.225 0.478 -0.172
H -6.172 -0.034 -1.538
H -4.642 -0.792 -1.309
H -5.274 0.109 1.949
H -7.078 -0.140 1.924
H -6.884 -1.342 3.962
H -5.089 -1.175 4.083
H -6.027 0.214 4.210
C 1.617 4.755 2.802
C 2.132 3.473 3.518
N 3.287 2.768 2.951
C 4.487 3.713 3.055
C 5.242 3.902 4.445
C 3.535 1.540 3.814
C 4.627 0.565 3.272
H 0.587 4.939 3.107
H 1.651 4.646 1.718
H 2.204 5.647 3.022
H 2.134 3.683 4.588
H 1.269 2.808 3.526
H 5.237 3.345 2.355
H 4.266 4.721 2.706
H 6.163 3.332 4.565
H 5.702 4.886 4.536
H 4.657 3.833 5.362
H 2.624 0.964 3.976
H 3.821 1.727 4.849
H 5.538 1.163 3.252
H 4.518 0.293 2.222
H 4.797 -0.345 3.848
C -6.268 6.373 -1.041
C -5.509 7.573 -0.482
O -4.306 7.122 0.134
S -4.050 5.491 -0.167
O -4.504 4.724 0.982
O -2.717 5.319 -0.821
O -5.229 5.526 -1.354
H -6.718 6.559 -2.016
H -7.020 5.862 -0.441
H -6.037 8.165 0.265
H -5.165 8.203 -1.303
C -1.072 -0.504 -5.283
C -1.585 0.965 -4.997
O -0.546 1.728 -5.589
S 0.076 1.017 -6.921
O 1.494 1.296 -7.115
O -0.799 1.009 -8.119
O 0.008 -0.399 -6.145
H -1.792 -1.216 -5.686
H -0.705 -0.919 -4.344
H -1.735 1.254 -3.957
H -2.534 1.053 -5.526
C 3.323 -5.283 -0.071
C 3.219 -5.633 1.393
O 4.561 -5.771 1.902
S 5.684 -5.361 0.735
O 6.204 -6.582 0.119
O 6.605 -4.263 1.138
O 4.525 -4.562 -0.203
H 2.483 -4.704 -0.455
H 3.345 -6.243 -0.586
H 2.638 -6.515 1.663
H 2.738 -4.820 1.938


(3)
11
Properties=species:S:1:pos:R:3 method="wB97M-V/def2-TZVPD" homo_energy_ha=-0.346 relative_energy_kj_mol=56.9 homo_lumo_gap_ev=8.79 total_energy_ev=-9343.59230 lumo_ev=-0.63 smiles="O=C1C=CCC1=O" fmax_ev_per_a=0.8
O 0.070 -1.042 -2.206
C 0.045 -0.572 -1.099
C 0.783 0.648 -0.574
C 0.054 0.953 0.712
C -0.697 -0.071 1.143
C -0.715 -1.149 0.128
O -1.170 -2.264 0.188
H 1.782 0.264 -0.328
H 0.896 1.466 -1.288
H 0.174 1.899 1.234
H -1.222 -0.133 2.088